1.
{
  "formula": "C49H58MoN6O5PS2",
  "method": "wB97M-V/def2-TZVPD",
  "homo_energy_ev": [-3.815, -4.094],
  "s_squared": 2.019,
  "energy_ha": -3812.61135,
  "relative_energy_ev": 4.689,
  "spin_multiplicity": 3,
  "charge": -1,
  "largest_force_ha_per_bohr": 0.0385,
  "e_lumo_ha": [0.082, 0.082],
  "homo_lumo_gap_ev": [6.04, 6.32],
  "species": ["Mo", "C", "O", "C", "C", "C", "C", "C", "C", "N", "N", "C", "O", "C", "C", "C", "C", "C", "C", "C", "O", "H", "H", "H", "H", "H", "H", "H", "H", "H", "H", "H", "H", "N", "C", "C", "C", "C", "C", "C", "C", "C", "C", "C", "C", "C", "H", "H", "H", "H", "H", "H", "H", "H", "H", "H", "O", "C", "C", "C", "C", "C", "C", "C", "O", "N", "N", "C", "S", "C", "C", "S", "H", "H", "H", "H", "H", "H", "H", "H", "H", "C", "C", "C", "C", "P", "N", "C", "C", "C", "C", "C", "C", "C", "C", "H", "H", "H", "H", "H", "H", "H", "H", "H", "H", "H", "H", "H", "H", "H", "H", "H", "H", "H", "H", "H", "H", "H", "H", "H", "H", "H"],
  "coordinates": [[0.546, -0.075, -0.133], [-1.178, 4.630, -3.017], [-0.457, 4.005, -1.989], [-1.154, 3.477, -0.895], [-2.415, 4.219, -0.382], [-2.374, 4.564, 1.070], [-1.575, 3.902, 1.919], [-0.591, 2.951, 1.478], [-0.035, 1.941, 2.269], [0.555, 0.898, 1.694], [1.483, 0.292, 2.508], [2.598, 0.131, 1.841], [2.656, 0.307, 0.575], [3.810, -0.125, 2.644], [3.698, -0.342, 4.017], [4.825, -0.508, 4.795], [6.086, -0.451, 4.220], [6.208, -0.204, 2.861], [5.081, -0.034, 2.077], [-0.133, 3.020, 0.125], [0.910, 2.494, -0.299], [-0.515, 4.633, -3.882], [-2.099, 4.105, -3.275], [-1.415, 5.670, -2.757], [-2.681, 5.087, -0.987], [-3.065, 5.318, 1.423], [-1.634, 4.092, 2.985], [-0.042, 1.981, 3.357], [2.715, -0.353, 4.457], [4.719, -0.661, 5.862], [6.969, -0.579, 4.831], [7.188, -0.143, 2.404], [5.172, 0.182, 1.024], [-1.747, 1.083, -0.175], [-2.020, 2.170, -1.119], [-3.286, 2.970, -0.721], [-4.321, 3.082, -1.780], [-4.215, 2.397, -2.926], [-3.045, 1.633, -3.279], [-1.939, 1.579, -2.500], [-0.608, 1.168, -2.950], [-0.342, 1.420, -4.306], [0.927, 1.352, -4.827], [1.991, 1.089, -3.978], [1.734, 0.810, -2.652], [0.453, 0.759, -2.099], [-2.499, 0.401, -0.281], [-1.793, 1.440, 0.781], [-3.767, 2.573, 0.183], [-5.178, 3.703, -1.560], [-5.008, 2.455, -3.659], [-3.048, 1.157, -4.247], [-1.150, 1.747, -4.946], [1.092, 1.558, -5.875], [3.007, 1.125, -4.350], [2.567, 0.658, -1.983], [-2.790, -1.567, -3.006], [-3.686, -2.064, -2.134], [-4.965, -2.377, -2.594], [-5.912, -2.921, -1.748], [-5.592, -3.170, -0.421], [-4.340, -2.843, 0.057], [-3.375, -2.271, -0.778], [-2.092, -1.801, -0.215], [-1.170, -1.311, -0.982], [-2.022, -1.868, 1.083], [-0.938, -1.345, 1.708], [-0.709, -1.973, 2.803], [-1.734, -3.412, 3.086], [-0.759, -3.996, 4.515], [-0.214, -2.785, 5.228], [0.504, -1.612, 3.982], [-1.971, -1.358, -2.489], [-5.198, -2.169, -3.626], [-6.900, -3.154, -2.123], [-6.330, -3.600, 0.240], [-4.073, -3.018, 1.088], [0.044, -4.632, 4.141], [-1.421, -4.591, 5.145], [0.588, -3.047, 5.916], [-1.003, -2.258, 5.764], [1.864, -5.136, -3.040], [1.145, -3.983, -2.346], [-0.037, -4.535, -1.549], [0.566, -3.007, -3.374], [2.219, -2.972, -1.089], [1.482, -1.676, -0.672], [2.567, -4.058, 0.496], [3.033, -5.500, 0.311], [1.282, -4.030, 1.319], [3.597, -3.268, 1.303], [3.940, -2.622, -1.936], [4.919, -3.791, -2.027], [3.647, -2.114, -3.347], [4.593, -1.477, -1.161], [1.137, -5.731, -3.596], [2.351, -5.784, -2.318], [2.608, -4.781, -3.748], [-0.827, -4.863, -2.226], [-0.446, -3.754, -0.911], [0.250, -5.387, -0.938], [-0.333, -3.429, -3.823], [1.259, -2.785, -4.179], [0.293, -2.075, -2.876], [2.277, -6.099, -0.191], [3.205, -5.944, 1.294], [3.964, -5.560, -0.245], [0.611, -4.857, 1.101], [0.767, -3.090, 1.117], [1.526, -4.060, 2.381], [4.600, -3.348, 0.896], [3.640, -3.623, 2.336], [3.293, -2.224, 1.323], [4.479, -4.660, -2.506], [5.291, -4.082, -1.047], [5.778, -3.477, -2.624], [3.411, -2.929, -4.025], [4.527, -1.606, -3.745], [2.826, -1.402, -3.319], [5.201, -1.839, -0.336], [3.822, -0.817, -0.766], [5.240, -0.894, -1.819]]
}



2.
{
  "formula": "C12H32Br4HfO12S4",
  "method": "wB97M-V/def2-TZVPD",
  "homo_energy_ev": -9.337,
  "energy_ha": -13315.48276,
  "relative_energy_ev": 24.010,
  "largest_force_ha_per_bohr": 0.1173,
  "e_lumo_ha": -0.213,
  "homo_lumo_gap_ev": 3.55,
  "species": ["Hf", "Br", "Br", "Br", "Br", "O", "S", "O", "O", "C", "C", "C", "H", "H", "H", "H", "H", "H", "H", "H", "O", "S", "O", "O", "C", "C", "C", "H", "H", "H", "H", "H", "H", "H", "H", "O", "S", "O", "O", "C", "C", "C", "H", "H", "H", "H", "H", "H", "H", "H", "O", "S", "O", "O", "C", "C", "C", "H", "H", "H", "H", "H", "H", "H", "H"],
  "coordinates": [[-0.001, 0.707, 0.224], [0.560, -2.795, -2.187], [-3.149, 2.461, -2.250], [1.544, 4.401, 1.745], [0.920, -1.151, 3.959], [4.206, 4.665, -4.011], [3.069, 4.059, -4.662], [2.219, 3.183, -3.835], [2.119, 5.372, -5.207], [2.828, 6.431, -5.909], [2.809, 7.768, -5.141], [3.314, 3.306, -6.304], [2.376, 6.606, -6.885], [3.826, 6.046, -6.119], [3.296, 7.713, -4.167], [1.744, 7.842, -4.921], [3.216, 8.671, -5.595], [2.364, 2.960, -6.711], [3.958, 2.492, -5.974], [3.973, 3.905, -6.932], [-3.593, -2.733, 0.723], [-4.903, -3.253, 1.192], [-5.934, -2.341, 1.615], [-5.509, -4.321, 0.089], [-4.618, -5.077, -0.706], [-5.472, -6.128, -1.396], [-4.596, -4.470, 2.589], [-3.827, -5.643, -0.214], [-4.267, -4.329, -1.417], [-6.314, -5.819, -2.014], [-6.113, -6.627, -0.670], [-4.944, -6.924, -1.920], [-3.548, -4.768, 2.586], [-5.346, -5.233, 2.381], [-4.833, -4.070, 3.575], [7.240, -0.711, -0.570], [6.024, -1.426, -0.593], [4.684, -0.764, -0.434], [5.853, -2.204, -2.038], [7.049, -2.496, -2.800], [7.343, -3.992, -2.878], [6.146, -2.959, 0.503], [7.968, -2.029, -2.446], [6.970, -2.185, -3.842], [7.608, -4.320, -1.872], [8.202, -3.959, -3.548], [6.663, -4.748, -3.271], [6.087, -2.708, 1.562], [7.057, -3.499, 0.243], [5.257, -3.539, 0.256], [-3.276, 2.035, 4.017], [-4.046, 2.531, 5.159], [-5.063, 3.568, 4.927], [-4.668, 1.255, 6.079], [-5.599, 1.501, 7.042], [-6.558, 0.346, 7.040], [-2.877, 3.210, 6.315], [-6.060, 2.476, 6.887], [-4.915, 1.584, 7.887], [-7.103, 0.283, 7.982], [-5.890, -0.515, 7.058], [-7.354, 0.309, 6.296], [-3.561, 3.604, 7.066], [-2.365, 4.001, 5.766], [-2.184, 2.450, 6.678]]
}



3.
{
  "formula": "C7H10NOPS",
  "method": "wB97M-V/def2-TZVPD",
  "homo_energy_ev": -8.621,
  "energy_ha": -1142.21870,
  "smiles": "[H]/N=C1/C=CC=C[C@@H]1SP(C)O",
  "relative_energy_ev": 1.902,
  "largest_force_ha_per_bohr": 0.0868,
  "e_lumo_ha": -0.006,
  "homo_lumo_gap_ev": 8.47,
  "species": ["H", "N", "C", "C", "C", "C", "C", "C", "S", "P", "C", "O", "H", "H", "H", "H", "H", "H", "H", "H", "H"],
  "coordinates": [[0.154, 2.637, -0.044], [1.153, 2.507, 0.002], [1.477, 1.286, 0.103], [2.898, 1.038, 0.151], [3.381, -0.201, -0.087], [2.493, -1.347, -0.130], [1.216, -1.226, 0.209], [0.530, 0.100, 0.353], [-0.923, 0.162, -0.828], [-2.533, 0.061, 0.487], [-3.576, -1.307, -0.388], [-3.484, 1.326, -0.004], [3.282, 2.033, 0.255], [4.386, -0.478, -0.193], [3.086, -2.321, -0.203], [0.785, -2.194, 0.278], [-0.036, 0.041, 1.253], [-2.842, -2.019, -0.637], [-4.264, -1.518, 0.368], [-3.933, -0.798, -1.345], [-3.249, 2.216, 0.398]]
}



4.
{
  "formula": "C5H29O12",
  "method": "wB97M-V/def2-TZVPD",
  "homo_energy_ev": -6.383,
  "energy_ha": -1110.74580,
  "relative_energy_ev": 3.257,
  "charge": -1,
  "largest_force_ha_per_bohr": 0.1438,
  "e_lumo_ha": 0.104,
  "homo_lumo_gap_ev": 9.21,
  "species": ["C", "O", "C", "C", "C", "C", "O", "H", "H", "H", "H", "H", "H", "H", "H", "H", "H", "H", "O", "H", "H", "O", "H", "H", "O", "H", "H", "O", "H", "H", "O", "H", "H", "O", "H", "H", "O", "H", "H", "O", "H", "H", "O", "H", "H", "O"],
  "coordinates": [[2.965, -0.900, -0.578], [1.958, -0.651, -1.526], [2.612, -0.517, 0.802], [2.648, 1.034, 1.010], [1.289, 1.815, 0.879], [0.462, 1.953, 2.098], [-0.674, 2.391, 2.011], [3.323, -1.852, -0.627], [3.840, -0.304, -0.916], [2.913, -1.060, 1.692], [1.583, -0.859, 0.915], [3.068, 1.289, 2.055], [3.465, 1.517, 0.268], [0.735, 1.238, 0.057], [1.273, 2.725, 0.289], [0.774, 1.376, 2.945], [-1.701, -0.204, -3.462], [-2.003, -1.221, -2.334], [-2.301, -0.359, -2.730], [-2.740, 2.075, 1.390], [-2.740, 1.064, 0.307], [-3.273, 1.765, 0.625], [0.738, 1.053, -3.471], [-0.427, 1.853, -2.890], [-0.042, 1.521, -3.777], [-2.170, -1.101, 3.700], [-1.651, -1.029, 2.480], [-1.316, -1.172, 3.316], [1.151, -0.722, -0.973], [-0.398, -0.941, 0.907], [-0.141, -1.047, 0.079], [2.909, 0.556, -2.258], [4.075, 1.615, -1.897], [3.269, 1.419, -2.396], [-2.034, 2.941, -1.103], [-2.943, 2.018, -2.077], [-2.310, 2.788, -2.003], [-1.158, -1.576, -0.492], [-1.809, -3.224, -0.905], [-2.064, -2.398, -0.777], [-0.071, -3.346, 2.272], [-1.298, -4.029, 1.672], [-0.325, -4.233, 1.768], [-2.842, -1.714, 0.672], [-3.432, -0.255, 1.455], [-3.188, -1.295, 1.526]]
}